1.
Below is a 2-piece molecular cluster, C21H26F3N2 overall, with properties calculated with ωB97M-V/def2-TZVPD.

Results
Total energy (a.u.): -1224.6748
Orbital gap (eV): 5.63
Energy relative to the best compared isomer or geometry (same formula, charge and spin) (kJ/mol): 0.0
HOMO energy (eV): -10.71
LUMO energy (eV): -5.1

```
! RIJCOSX wB97M-V def2-TZVPD def2/J DEFGRID3
* xyz 1 1
C -2.6858 2.2932 -1.4829
N -1.2598 2.5532 -1.6704
C -0.9074 3.7847 -2.3816
C -0.3852 1.6452 -1.2902
C 1.0415 1.8548 -1.2648
C 1.6354 3.0966 -0.9263
C 3.0011 3.2908 -1.0435
C 3.8106 2.2271 -1.4372
C 5.2837 2.4659 -1.6046
F 6.0205 1.3227 -1.4616
F 5.5729 2.9696 -2.8528
F 5.7692 3.3702 -0.6961
C 3.2735 0.9709 -1.7094
C 1.9055 0.7856 -1.6022
H -3.2312 3.1647 -1.8489
H -2.9969 1.3937 -2.0347
H -2.9098 2.1313 -0.4188
H -1.8125 4.1027 -2.9112
H -0.6150 4.5883 -1.6899
H -0.0926 3.6258 -3.1021
H -0.7853 0.6423 -1.0842
H 1.0215 3.9199 -0.5642
H 3.4403 4.2641 -0.8279
H 3.9271 0.1517 -1.9995
H 1.4639 -0.1872 -1.8138
C -2.8306 -3.1348 -1.9130
C -3.5640 -3.4443 -0.7604
C -2.9196 -3.5638 0.4742
C -1.5378 -3.3546 0.5628
C -0.8515 -3.4265 1.9041
C -0.9855 -2.1185 2.6840
C -0.2101 -2.1220 4.0176
C 0.4475 -0.7327 4.1235
C 0.1473 -0.0004 2.8023
N -0.5044 -0.9757 1.9644
C -0.7999 -3.0615 -0.5890
C -1.4445 -2.9426 -1.8222
H -3.3354 -3.0454 -2.8786
H -4.6440 -3.5983 -0.8191
H -3.4746 -3.8041 1.3874
H -1.2978 -4.2206 2.5187
H 0.2182 -3.6418 1.7689
H -2.0697 -1.9922 2.9061
H -0.9032 -2.3139 4.8406
H 0.5555 -2.9051 4.0185
H 0.0311 -0.1742 4.9644
H 1.5260 -0.8359 4.2649
H -0.4839 0.8878 2.9842
H 1.0788 0.3546 2.3375
H -1.0574 -0.6392 1.1864
H 0.2813 -2.9152 -0.4980
H -0.8570 -2.7071 -2.7119
*
```

Löwdin atomic charge list, values in e, 5 entries:
1 C 0.0066
2 N -0.1302
3 C 0.0043
4 C 0.0567
5 C -0.1754



2.
Below is one molecule with the formula C3H8NOP, with properties calculated with ωB97M-V/def2-TZVPD.

Results
Total energy (a.u.): -590.3644
SMILES: NPC[C@H]1CO1
Orbital gap (eV): 10.16
Energy relative to the best compared isomer or geometry (same formula, charge and spin) (kJ/mol): 233.6
HOMO energy (eV): -9.19
LUMO energy (eV): 1.0

```
! RIJCOSX wB97M-V def2-TZVPD def2/J DEFGRID3
* xyz 0 1
N 2.4089 -0.3818 -0.3941
P 1.4170 0.4040 0.7288
C -0.2880 -0.6286 0.1699
C -1.5532 0.1580 0.5072
C -2.4098 0.6085 -0.5815
O -2.7935 -0.3860 0.3444
H 2.2426 -0.2321 -1.3164
H 3.3862 -0.3420 -0.2264
H 0.7933 1.3822 -0.0823
H 0.1069 -0.6968 -0.8196
H -0.2889 -1.6183 0.7090
H -1.4936 0.7318 1.3729
H -2.9823 1.4962 -0.3196
H -2.4242 0.3442 -1.6005
*
```

Löwdin atomic charge list, values in e, 5 entries:
1 N -0.2866
2 P 0.7887
3 C -0.2715
4 C -0.4246
5 C -0.1041



3.
Below is one molecule with the formula C4H6O, with properties calculated with ωB97M-V/def2-TZVPD.

Results
Total energy (a.u.): -231.1313
Orbital gap (eV): 9.62
Energy relative to the best compared isomer or geometry (same formula, charge and spin) (kJ/mol): 242.5
HOMO energy (eV): -8.47
LUMO energy (eV): 1.1

```
! RIJCOSX wB97M-V def2-TZVPD def2/J DEFGRID3
* xyz 0 1
O 2.4251 -0.3457 -0.0068
C 1.1965 -0.3923 -0.5068
C 0.2223 0.1545 0.4007
C -0.9432 0.8032 -0.3297
C -1.1296 -0.5275 0.2789
H 2.8050 -0.7742 -0.7835
H 0.5155 0.5434 1.3711
H -1.3668 1.6677 0.1623
H -0.8646 0.8711 -1.4110
H -1.6808 -0.6155 1.2070
H -1.1794 -1.3847 -0.3822
*
```

Löwdin atomic charge list, values in e, 5 entries:
1 O 0.0276
2 C -0.0870
3 C -0.3162
4 C -0.1247
5 C -0.1258



4.
Below is an isolated ion of composition C4H8NOS and charge +1, with properties calculated with ωB97M-V/def2-TZVPD.

Results
Total energy (a.u.): -684.9601
Orbital gap (spin up / spin down) (eV): 8.85 / 7.02
Energy relative to the best compared isomer or geometry (same formula, charge and spin) (kJ/mol): 437.5
HOMO energy (spin up / spin down) (eV): -13.96 / -12.68
LUMO energy (spin up / spin down) (eV): -5.1 / -5.7

```
! RIJCOSX wB97M-V def2-TZVPD def2/J DEFGRID3
* xyz 1 1
C -0.5904 -0.7225 1.1964
C -0.7679 0.7016 1.4517
C -0.7285 -1.1798 -0.3576
C 1.2268 0.2189 -0.4444
N 0.0003 -0.1377 -1.0707
O -0.3013 -1.5429 1.9753
S 2.1975 1.5187 -0.7574
H -1.2098 1.3133 0.6655
H -0.7016 0.8894 2.5078
H -0.0174 -2.0624 -0.3506
H -1.7954 -1.3163 -0.4909
H 1.8007 -0.4945 0.0863
H 0.1199 -0.3073 -2.1048
H -0.5177 0.7772 -0.8259
H 1.2849 2.3442 -1.4805
*
```

Löwdin atomic charge list, values in e, 5 entries:
1 C -0.5123
2 C 0.1906
3 C -0.0369
4 C -0.6031
5 N -0.0482



5.
Below is one molecule with the formula C4H9NO2, with properties calculated with ωB97M-V/def2-TZVPD.

Results
Total energy (a.u.): -363.0607
SMILES: CCNC(=O)OC
Orbital gap (eV): 10.76
Energy relative to the best compared isomer or geometry (same formula, charge and spin) (kJ/mol): 65.3
HOMO energy (eV): -9.82
LUMO energy (eV): 0.9

```
! RIJCOSX wB97M-V def2-TZVPD def2/J DEFGRID3
* xyz 0 1
C -2.3144 0.7202 0.8338
C -1.5763 -0.5235 0.3509
N -0.4677 -0.2361 -0.5476
C 0.7423 0.1517 -0.0467
O 0.9917 0.2270 1.1378
O 1.6567 0.3867 -1.0324
C 2.9117 -0.2626 -0.8064
H -2.8173 1.2363 0.0078
H -3.0756 0.4544 1.5751
H -1.6057 1.4118 1.2977
H -1.1580 -1.0728 1.1975
H -2.2607 -1.2014 -0.1744
H -0.7102 0.0053 -1.4925
H 3.6403 0.1795 -1.4883
H 3.2447 -0.1483 0.2277
H 2.7987 -1.3281 -1.0399
*
```

Löwdin atomic charge list, values in e, 5 entries:
1 C -0.0879
2 C -0.2422
3 N 0.0695
4 C -0.5806
5 O 0.0903



- Which of these has the highest energy relative to the best compared isomer or geometry (same formula, charge and spin)?
  C4H8NOS